Entry 1:
{"formula": "C4H7NSi2", "method": "wB97M-V/def2-TZVPD", "species": ["C", "C", "C", "C", "N", "Si", "Si", "H", "H", "H", "H", "H", "H", "H"], "coordinates": [[4.169, 1.473, 1.245], [-5.093, -0.738, 0.434], [3.329, 1.013, 0.481], [-4.636, -1.502, -0.326], [0.333, 0.412, -0.491], [2.091, 0.446, -0.859], [-0.379, -0.583, 0.752], [5.036, 1.946, 1.630], [-5.406, 0.160, 1.030], [-0.314, 1.100, -0.869], [2.606, -0.846, -0.699], [2.233, 1.121, -2.207], [0.688, -1.674, 0.860], [-4.656, -2.328, -0.981]], "spin_multiplicity": 1, "e_above_lowest_ev": 2.0127, "gap_ev": 8.252}

Entry 2:
{"formula": "C45H46N7O4SZr", "method": "wB97M-V/def2-TZVPD", "species": ["Zr", "C", "N", "C", "C", "C", "N", "C", "C", "C", "C", "C", "C", "C", "O", "C", "C", "C", "N", "C", "C", "C", "C", "C", "C", "C", "O", "H", "H", "H", "H", "H", "H", "H", "H", "H", "H", "H", "H", "H", "H", "H", "H", "H", "H", "H", "H", "H", "H", "H", "H", "H", "C", "O", "C", "C", "C", "C", "C", "C", "N", "N", "C", "C", "O", "C", "C", "C", "C", "C", "C", "C", "C", "H", "H", "H", "H", "H", "H", "H", "H", "H", "H", "H", "H", "H", "N", "C", "S", "N", "C", "C", "C", "C", "C", "C", "H", "H", "H", "H", "H", "H", "H", "H"], "coordinates": [[0.439, 0.033, -0.314], [2.383, -2.852, 1.417], [2.612, -1.425, 1.171], [2.755, -0.722, 2.460], [1.620, -0.878, 3.476], [0.257, -0.388, 2.963], [0.457, 0.642, 1.951], [-2.232, 1.107, 2.271], [-3.158, 1.014, 1.220], [-4.553, 0.936, 1.355], [-5.352, 0.886, 0.232], [-4.792, 0.871, -1.039], [-3.411, 0.926, -1.202], [-2.593, 1.011, -0.088], [-1.256, 1.190, -0.159], [3.912, -1.247, 0.499], [4.066, -1.921, -0.867], [2.876, -1.639, -1.797], [2.381, -0.294, -1.558], [3.010, 0.635, -2.198], [2.907, 2.034, -1.953], [3.651, 2.938, -2.734], [3.665, 4.280, -2.452], [2.918, 4.767, -1.374], [2.173, 3.917, -0.599], [2.140, 2.526, -0.852], [1.460, 1.741, -0.080], [3.162, -3.271, 2.073], [2.384, -3.403, 0.479], [1.411, -2.995, 1.884], [2.873, 0.339, 2.220], [3.680, -1.060, 2.967], [1.914, -0.294, 4.352], [1.538, -1.915, 3.805], [-0.337, -0.004, 3.806], [-0.299, -1.232, 2.543], [-2.539, 1.157, 3.299], [-4.990, 0.953, 2.344], [-6.425, 0.865, 0.349], [-5.430, 0.820, -1.908], [-2.968, 0.924, -2.191], [4.723, -1.630, 1.146], [4.065, -0.169, 0.376], [4.188, -3.000, -0.767], [4.983, -1.526, -1.310], [2.085, -2.364, -1.594], [3.195, -1.759, -2.844], [3.749, 0.350, -2.960], [4.228, 2.555, -3.563], [4.250, 4.961, -3.049], [2.926, 5.823, -1.151], [1.592, 4.276, 0.240], [-0.339, 2.748, -2.582], [0.024, 1.380, -2.443], [-0.058, 0.615, -3.591], [-0.071, 1.112, -4.884], [-0.157, 0.244, -5.964], [-0.256, -1.122, -5.758], [-0.255, -1.628, -4.476], [-0.138, -0.774, -3.373], [-0.119, -1.230, -2.059], [-0.039, -2.542, -2.023], [-0.210, -3.252, -0.913], [-0.678, -2.676, 0.310], [-0.725, -1.388, 0.460], [-1.143, -3.557, 1.324], [-1.038, -4.911, 1.191], [-0.479, -5.507, 0.031], [-0.343, -6.900, -0.099], [0.203, -7.452, -1.232], [0.641, -6.630, -2.274], [0.519, -5.264, -2.172], [-0.053, -4.680, -1.033], [-1.278, 2.845, -3.137], [0.452, 3.312, -3.087], [-0.469, 3.130, -1.569], [-0.002, 2.172, -5.065], [-0.162, 0.643, -6.965], [-0.341, -1.793, -6.597], [-0.359, -2.685, -4.294], [-1.570, -3.121, 2.217], [-1.375, -5.559, 1.987], [-0.682, -7.533, 0.707], [0.304, -8.522, -1.325], [1.076, -7.076, -3.156], [0.857, -4.620, -2.969], [0.872, 2.405, 3.934], [-0.372, 2.601, 3.540], [-0.692, 1.755, 1.814], [-1.215, 3.355, 4.222], [-2.528, 3.714, 3.836], [-3.493, 3.866, 4.825], [-4.787, 4.213, 4.483], [-5.129, 4.390, 3.151], [-4.167, 4.242, 2.166], [-2.860, 3.924, 2.502], [1.402, 1.815, 3.290], [1.307, 2.831, 4.741], [-0.938, 3.693, 5.142], [-3.233, 3.698, 5.860], [-5.531, 4.346, 5.255], [-6.142, 4.654, 2.885], [-4.431, 4.379, 1.128], [-2.100, 3.852, 1.741]], "charge": 1, "spin_multiplicity": 1, "e_above_lowest_ev": 3.6752, "gap_ev": 4.106}

Entry 3:
{"formula": "C5H40N3O12", "method": "wB97M-V/def2-TZVPD", "species": ["C", "N", "C", "C", "C", "N", "C", "N", "H", "H", "H", "H", "H", "H", "H", "H", "H", "H", "H", "H", "H", "H", "H", "H", "H", "H", "O", "H", "H", "O", "H", "H", "O", "H", "H", "O", "H", "H", "O", "H", "H", "O", "H", "H", "O", "H", "H", "O", "H", "H", "O", "H", "H", "O", "H", "H", "O", "H", "H", "O"], "coordinates": [[-0.507, 0.341, -0.423], [-0.909, -0.945, -1.018], [0.061, -2.019, -0.763], [-0.437, -3.408, -1.202], [-1.776, -3.839, -0.630], [-1.918, -3.696, 0.827], [-1.448, 1.437, -0.924], [-1.073, 2.797, -0.407], [0.525, 0.526, -0.726], [-0.488, 0.354, 0.677], [-1.830, -1.209, -0.664], [0.392, -2.062, 0.278], [0.974, -1.861, -1.336], [-0.545, -3.415, -2.291], [0.353, -4.116, -0.953], [-2.573, -3.248, -1.087], [-1.982, -4.878, -0.880], [-1.226, -3.070, 1.204], [-1.767, -4.591, 1.286], [-1.412, 1.475, -2.011], [-2.477, 1.213, -0.645], [-0.042, 2.993, -0.614], [-1.302, 2.910, 0.653], [-1.640, 3.515, -0.835], [2.354, 0.925, -3.188], [3.481, 1.995, -3.266], [2.891, 1.554, -2.626], [-2.496, 2.525, 2.321], [-0.977, 2.591, 2.781], [-1.650, 3.018, 2.219], [2.062, 2.663, -1.524], [2.160, 3.217, -0.090], [1.607, 3.289, -0.904], [-1.790, -1.111, -4.454], [-1.105, -0.974, -3.104], [-1.258, -0.484, -3.931], [-5.040, -1.412, 2.044], [-3.694, -1.722, 2.661], [-4.142, -1.113, 2.030], [3.708, -0.080, 0.714], [3.000, -0.776, 1.952], [3.465, 0.053, 1.666], [3.815, 3.322, 1.566], [3.264, 1.839, 1.410], [3.016, 2.824, 1.379], [1.101, -0.818, -3.215], [0.583, -0.059, -4.434], [1.406, -0.245, -3.926], [3.617, 0.340, -1.563], [4.850, -0.600, -1.286], [3.964, -0.375, -0.968], [0.378, 2.465, 4.476], [1.021, 1.683, 3.242], [0.200, 1.825, 3.766], [-3.936, 0.578, 2.247], [-4.637, 1.848, 2.784], [-3.918, 1.556, 2.219], [2.367, -2.402, 3.539], [1.467, -1.182, 3.163], [1.913, -1.964, 2.784]], "charge": 1, "spin_multiplicity": 1, "e_above_lowest_ev": 0.0000, "gap_ev": 9.738}